[1]
C39H51GeP2Se2Si3W | ωB97M-V with the def2-TZVPD basis set

The geometry in XYZ format:
```
99
Properties=species:S:1:pos:R:3:forces:R:3
H -2.641 -2.212 -5.958 0.0 0.0 0.0
Si -2.262 1.924 2.253 0.2 0.1 0.0
H 2.236 4.198 3.053 0.0 0.0 0.0
H -4.955 -2.174 -1.589 0.0 0.0 0.0
C -4.528 -2.270 -4.940 0.0 0.0 0.0
H -5.548 -3.058 2.247 0.0 0.0 0.0
H 4.069 1.666 2.854 0.0 0.0 0.0
C -0.648 -2.927 2.202 0.0 0.0 0.0
C 1.828 2.095 -0.736 0.1 0.0 0.1
H -2.753 4.260 2.745 0.0 0.0 0.0
P 2.332 0.409 -1.070 -0.2 0.1 -0.3
C 2.198 -1.842 2.278 0.0 0.0 0.1
C 1.148 0.112 -5.528 0.0 0.1 0.0
H -0.231 5.320 -0.875 0.0 0.0 0.0
Si 0.422 -1.515 2.738 0.1 0.0 -0.1
H 0.968 0.032 -6.592 0.0 0.0 0.0
H 7.908 -0.059 -1.889 0.0 0.0 0.0
C -2.956 -3.009 0.077 0.1 0.0 -0.1
C 2.486 3.294 -0.941 0.0 0.1 0.0
C 1.622 0.327 -2.778 0.1 -0.1 -0.2
C -5.173 -2.254 -3.714 0.0 0.0 0.0
C 4.106 0.235 -1.355 0.0 -0.2 0.1
C -3.143 -2.187 -5.000 0.1 0.0 0.0
H -2.302 0.629 4.402 0.0 -0.1 0.0
H -4.673 1.686 1.861 0.0 0.0 0.0
C 1.341 3.726 2.633 0.0 -0.1 0.1
C 1.733 4.464 -0.987 0.1 -0.1 0.1
H -1.323 -2.013 -3.888 0.0 0.0 0.0
H -0.478 -3.239 1.178 0.0 0.0 0.0
H 1.082 2.404 -3.049 0.0 0.0 0.0
H 4.401 -1.065 0.337 0.0 0.0 0.0
H -3.257 2.101 4.466 0.0 0.0 0.0
H -4.284 -1.497 0.829 0.0 0.1 0.0
H 2.219 5.415 -1.160 0.0 0.0 0.0
C -4.731 -3.425 1.642 0.0 0.0 0.0
H 6.835 -1.249 -0.010 0.0 0.0 0.0
C 1.571 -1.006 -4.814 0.0 0.0 0.1
C -3.390 -5.248 0.827 0.1 0.0 0.0
C 1.812 -0.898 -3.461 0.1 0.1 -0.1
C 0.350 4.408 -0.830 0.0 0.0 0.1
H -1.370 3.184 -0.518 0.0 0.0 0.0
H -4.973 -5.465 2.253 0.0 0.0 0.0
H -0.345 -3.753 2.856 0.0 0.0 0.0
H -0.786 -0.904 4.865 -0.1 0.1 0.0
H 3.519 0.464 1.701 0.0 0.1 0.0
C 6.077 0.791 -2.609 0.0 0.0 0.0
C 3.386 1.497 2.016 0.0 0.0 0.0
C 0.154 -1.367 4.578 0.0 -0.1 0.0
C 6.840 0.024 -1.737 0.0 0.0 0.0
C -2.403 -2.078 -3.835 -0.1 0.0 -0.1
H 2.279 0.589 4.711 0.0 0.0 0.0
C 1.215 1.447 -3.535 0.0 -0.1 0.2
H -1.507 2.190 4.636 0.0 0.0 0.0
H 0.645 1.262 4.888 -0.1 0.0 0.0
C 6.240 -0.644 -0.680 0.0 0.0 0.0
H -2.855 3.995 1.011 0.0 0.0 0.0
C -4.008 -2.540 0.854 0.0 0.0 0.0
H -1.282 4.226 1.778 0.0 0.0 0.0
H 4.115 1.478 -3.122 0.0 0.0 0.0
H 1.168 4.156 1.656 0.0 0.1 -0.2
H -1.876 -4.751 -0.598 0.1 0.0 0.0
Ge -0.248 0.713 1.432 -0.3 0.2 0.1
C -2.313 1.678 4.112 0.0 0.0 -0.1
H 6.549 1.304 -3.436 0.0 0.0 0.0
C -4.412 -4.775 1.638 0.0 0.0 0.0
H 2.205 -1.752 -2.924 0.0 0.0 0.0
H -3.866 0.121 1.884 -0.1 -0.1 0.1
C 4.870 -0.540 -0.486 0.0 0.0 0.0
H -1.713 -2.762 2.361 0.0 0.0 0.0
H 0.964 -0.902 5.126 0.0 0.0 0.0
H 1.730 -1.949 -5.319 0.0 0.0 0.0
H 2.889 -1.184 2.803 0.0 0.0 0.0
H 0.507 3.976 3.290 0.0 0.0 0.0
Si 1.676 1.894 2.666 -0.1 0.0 0.0
C 0.973 1.333 -4.892 0.0 0.0 0.0
H 2.354 -1.749 1.202 0.0 0.0 0.0
P -2.107 -1.901 -1.067 0.6 0.2 0.0
H 3.698 2.151 1.205 0.0 0.0 0.0
C -0.293 3.199 -0.607 0.0 0.1 -0.1
H -5.104 -2.354 -5.852 0.0 0.0 0.0
C 0.435 2.001 -0.571 0.1 -0.1 0.1
C -3.788 1.144 1.522 0.1 -0.1 -0.1
H 3.557 3.317 -1.104 0.0 0.0 0.0
C 1.635 1.436 4.477 0.1 0.0 0.0
H -6.251 -2.330 -3.665 0.0 0.0 0.0
C -3.053 -2.068 -2.603 0.2 -0.1 0.0
H 0.654 2.199 -5.456 0.0 0.0 0.0
C -2.664 -4.371 0.038 -0.1 -0.1 0.1
H -3.160 -6.304 0.802 0.0 0.0 0.0
H -3.785 1.128 0.430 0.0 0.0 0.0
Se 0.015 -2.453 -1.408 -0.2 -1.0 -0.3
H 2.438 -2.869 2.569 0.0 0.0 0.0
H 0.098 -2.414 4.896 0.0 0.0 0.0
H 2.052 2.305 4.995 0.0 0.0 0.0
Se -1.854 0.958 -2.452 0.0 0.0 0.0
C -4.440 -2.160 -2.540 0.0 0.0 0.0
C -2.262 3.771 1.900 0.0 -0.1 0.0
C 4.708 0.894 -2.428 0.0 0.0 0.0
W -0.319 -0.039 -1.164 -0.6 0.8 0.5
```
Positions in Å, forces in eV/Å.

Its net charge is +2. For the relative energy (zero: lowest compared OMol25 entry of this formula, charge and spin), the calculation gives 181.1 kJ/mol. The calculation puts the HOMO energy (spin up / spin down) at -0.4584 / -0.4869 Ha. As for the lowest unoccupied orbital energy (spin up / spin down): -0.2424 / -0.2766 hartree. The multiplicity is 2. The HOMO-LUMO gap (spin up / spin down) is 5.877 / 5.722 eV.

[2]
C4H3O5Pb | ωB97M-V with the def2-TZVPD basis set

The geometry in XYZ format:
```
13
Properties=species:S:1:pos:R:3:forces:R:3
C -0.756 1.956 -0.878 0.2 -0.7 0.4
Pb 1.204 -1.690 0.248 1.8 -1.0 0.0
H -1.283 2.243 0.040 0.0 0.1 -0.3
O -2.049 -0.085 -0.725 2.3 0.8 -0.6
C -1.146 -2.303 0.271 -3.3 -1.8 0.8
C 1.231 1.493 0.325 -0.4 3.8 1.9
O -2.040 -2.952 0.529 1.9 1.6 -0.7
O 1.826 2.143 1.152 0.1 -1.7 -1.2
H -1.043 2.589 -1.728 0.0 -0.1 0.3
O 0.648 2.110 -0.722 0.5 0.6 -1.0
H -0.593 0.118 -2.129 0.4 -0.2 0.4
O 0.828 0.259 0.423 -0.4 -1.1 0.3
C -1.083 0.517 -1.216 -3.1 -0.2 -0.1
```
Positions in Å, forces in eV/Å.

Its net charge is +1. The calculation puts the HOMO energy at -0.5144 Ha. As for the lowest unoccupied orbital energy: -0.2523 hartree. The HOMO-LUMO gap is 7.131 eV.

[3]
C4H8Br2N | ωB97M-V with the def2-TZVPD basis set

The geometry in XYZ format:
```
15
Properties=species:S:1:pos:R:3:forces:R:3
Br 1.351 -2.083 -0.123 -0.4 0.6 0.6
H 0.936 -1.721 2.864 -0.5 3.2 -1.3
H 0.734 0.075 -1.772 -2.1 0.5 0.5
H 0.369 0.200 2.927 0.2 -0.2 -0.1
C 0.513 0.674 0.212 0.9 -1.0 -0.1
H -1.925 -0.025 -2.402 0.8 0.4 0.9
C 0.710 -0.642 2.327 0.0 -3.5 -0.5
H -0.001 1.318 0.902 -0.8 0.6 -0.6
C 0.718 -0.619 0.974 0.3 0.0 0.5
C -1.536 -0.064 -1.352 -0.4 -2.1 0.3
H -0.243 1.510 -1.548 0.7 -0.7 -0.1
N -0.103 0.524 -1.245 0.4 0.6 1.2
Br 2.278 1.523 -0.012 -0.6 -0.1 -0.4
H -1.589 -1.207 -1.072 0.5 2.4 -0.2
H -2.213 0.535 -0.680 0.9 -0.6 -0.6
```
Positions in Å, forces in eV/Å.

Its net charge is +1. For the relative energy (zero: lowest compared OMol25 entry of this formula, charge and spin), the calculation gives 54.7 kJ/mol. The calculation puts the HOMO energy at -0.5037 Ha. As for the lowest unoccupied orbital energy: -0.1406 hartree. The HOMO-LUMO gap is 9.880 eV.

[4]
C59H62F9KN7O4P2S3 | ωB97M-V with the def2-TZVPD basis set

The geometry in XYZ format:
```
147
Properties=species:S:1:pos:R:3:forces:R:3
C 4.443 1.372 4.908 -0.1 0.0 0.0
H -1.538 -3.128 0.469 0.0 0.0 0.0
H 5.531 3.785 -0.120 0.0 0.0 0.0
H -4.034 -1.187 4.175 0.0 0.0 0.0
H -2.152 -2.782 -5.159 0.0 0.0 0.0
H -1.817 -7.202 -3.952 0.0 0.0 0.0
H 7.458 1.650 3.069 0.0 0.0 0.0
H -1.874 -4.755 -4.130 0.0 0.0 0.0
H 1.665 3.858 -2.092 0.0 0.0 0.0
C -0.814 3.754 -1.695 -0.1 -0.1 -0.1
H 1.329 -1.150 4.493 0.0 0.0 0.1
C -0.083 4.161 2.457 0.1 0.0 0.0
C 2.100 1.733 -1.949 -0.2 0.0 0.1
C -4.492 -1.486 -2.375 0.0 0.0 0.0
C -3.576 3.038 1.967 0.0 -0.1 -0.1
K -0.492 0.886 0.924 0.2 -0.6 -0.5
H -2.679 2.948 -0.950 0.0 0.0 0.0
H 1.398 0.031 -2.860 0.1 0.0 -0.1
C -0.263 4.666 4.764 0.0 0.0 0.0
N -0.131 -0.035 3.499 -0.1 0.0 0.2
C -0.009 -5.046 -1.323 0.0 0.0 0.0
C -5.201 1.820 0.852 0.0 0.0 -0.1
H 2.060 -1.305 -0.456 0.0 0.0 0.0
H 3.706 0.736 4.422 0.0 0.0 0.0
H 7.169 3.140 -0.372 0.0 0.0 0.0
C 0.517 -1.311 3.775 0.1 0.1 -0.2
H -0.173 -2.015 4.251 0.0 0.0 0.0
H -4.475 -2.250 -5.673 0.0 0.0 0.0
C 1.469 -1.715 -5.933 0.0 0.0 0.0
N 1.084 0.968 -2.656 0.0 -0.1 -0.1
H 2.462 1.115 -1.124 0.0 0.0 0.0
H 4.668 0.971 5.899 0.0 0.0 0.0
C -3.160 -1.753 -2.090 0.0 0.0 0.0
C -0.600 -8.699 -2.099 0.0 0.0 0.0
C -3.863 1.116 0.898 0.0 -0.1 0.1
H 3.064 -3.587 -0.309 0.0 0.0 0.0
H 2.173 3.322 -0.507 0.0 0.0 0.0
C 0.024 -6.432 -1.219 0.0 0.0 0.0
N 1.305 -1.319 1.449 0.1 -0.1 -0.1
C 1.632 -3.298 2.733 0.0 0.0 0.0
C -1.576 -0.052 3.722 0.2 -0.1 0.0
C -2.293 -2.225 -3.070 0.0 0.1 0.0
C -6.414 1.480 0.292 0.0 0.0 0.0
H 8.034 3.273 2.647 0.0 0.0 0.0
H 5.347 1.351 4.301 0.0 0.0 0.0
H -5.124 -1.105 -1.587 0.0 0.0 0.0
O -3.669 -0.013 0.455 0.0 0.0 -0.3
H -1.213 0.373 -4.379 0.0 -0.1 -0.1
H 2.971 1.986 -2.575 0.0 0.0 0.0
S 3.233 1.410 1.673 0.0 0.1 -0.1
H -8.115 4.280 1.194 0.0 0.0 0.0
H 1.296 -1.331 -6.931 0.0 0.0 0.0
C 0.488 1.602 -3.811 -0.1 0.0 0.1
C 0.405 -1.882 -5.060 0.0 0.1 0.0
C -0.065 3.316 5.010 0.0 0.0 0.0
P -0.619 -2.568 -2.413 -0.1 -0.2 -0.1
H 2.096 -3.056 -2.385 0.0 0.0 0.0
H -2.776 3.574 -2.603 0.0 0.0 0.0
H -1.028 4.717 -1.209 0.0 0.0 0.0
C 1.156 -1.997 2.580 0.0 0.1 0.0
H 0.485 0.872 5.318 0.0 0.0 0.0
C -1.028 1.357 -3.944 0.0 0.1 0.2
H 0.478 -4.443 -0.567 0.0 0.0 0.0
F -6.926 -2.267 -4.820 0.0 0.0 0.0
N -1.597 -1.701 1.941 0.0 -0.1 0.0
C 1.958 -1.900 0.447 0.1 0.1 0.0
H 6.901 4.535 0.702 0.0 0.0 0.0
H 5.880 3.705 4.993 0.0 0.0 0.0
H 1.607 0.971 3.936 0.0 0.0 0.0
H -5.021 -3.116 2.963 0.0 0.0 0.0
C 7.615 2.348 2.245 0.0 0.0 0.0
O 5.428 3.190 2.513 -0.1 0.0 0.0
H -0.397 3.995 -2.673 0.0 0.0 0.0
N 0.121 2.867 2.672 -0.2 0.3 0.2
C -1.330 -5.214 -3.315 0.0 0.0 0.0
H 0.034 3.096 0.030 0.2 0.3 0.0
C -6.050 3.920 1.667 -0.1 0.0 0.0
F -0.075 -9.157 -0.950 0.0 0.0 0.0
F -7.168 -1.224 -2.939 0.0 0.0 0.0
C -5.023 3.013 1.519 0.0 0.0 0.0
C 3.932 2.796 5.068 0.1 0.0 0.0
H -0.582 -1.599 -5.391 0.0 0.0 0.0
N -2.943 1.899 1.522 -0.4 0.2 0.1
N 0.149 2.958 -0.963 0.0 0.1 0.2
H 3.990 -2.761 -3.935 0.0 0.0 0.0
P 3.801 3.193 2.333 0.1 0.1 0.1
H 2.726 -4.890 1.799 0.0 0.0 0.0
C -4.957 -1.664 -3.664 0.0 0.0 0.1
H 0.543 -6.905 -0.396 0.0 0.0 0.0
H -2.803 -1.541 -1.092 0.0 0.0 0.1
C -2.254 -1.178 2.968 0.0 -0.1 0.1
C -7.283 3.592 1.104 0.0 0.0 0.0
C -3.504 -1.657 3.356 0.0 0.1 0.1
H 4.628 4.734 5.700 0.0 0.0 0.0
O -3.094 3.939 2.627 0.1 0.0 0.0
H -1.996 0.892 3.354 0.0 0.0 0.1
C -1.306 -6.592 -3.217 0.0 0.0 0.0
C -4.104 -2.116 -4.665 0.0 0.0 0.0
C 0.554 1.030 4.228 0.0 0.1 -0.1
C 6.306 2.635 1.532 0.1 0.0 0.0
H 5.869 1.698 1.175 0.0 0.0 0.0
H 5.287 3.379 6.641 0.0 0.0 0.0
C 2.984 -2.527 -4.255 0.0 0.0 0.0
H 0.966 1.290 -4.752 0.0 0.0 0.0
C 1.550 3.051 -1.361 0.0 -0.2 -0.2
H -5.897 4.850 2.200 0.0 0.0 0.0
F 5.040 -2.356 -6.063 0.0 0.0 0.0
C -4.054 -2.724 2.674 0.0 0.0 0.0
H -0.046 2.933 6.023 0.0 0.0 0.0
F 3.631 -2.321 -7.706 0.0 0.0 0.0
F 4.128 -0.493 -6.672 0.0 0.0 0.0
C 5.003 3.713 5.640 0.0 0.0 0.0
H -1.825 -0.142 4.794 0.0 0.0 0.0
C 0.609 -2.380 -3.776 0.0 0.0 0.1
H 3.078 2.782 5.753 0.0 0.0 0.0
H -0.078 4.494 1.425 0.0 0.0 0.0
H 0.654 2.674 -3.732 0.1 0.0 0.0
H -0.412 5.359 5.583 0.0 0.0 0.0
H -6.551 0.544 -0.236 0.0 0.0 0.0
H 1.469 -3.826 3.665 0.0 0.0 0.0
C -2.126 -2.735 1.294 -0.1 0.1 0.0
C -3.346 -3.294 1.624 0.0 0.0 0.0
C 6.489 3.583 0.359 0.0 0.0 0.0
C -0.625 -7.201 -2.167 0.0 0.0 0.0
H -3.733 -4.141 1.073 0.0 0.0 0.0
H -0.406 6.142 3.203 0.0 0.0 0.0
C -0.259 5.102 3.459 0.0 0.0 0.0
C 1.916 -2.690 -3.390 0.0 0.0 0.0
C -0.675 -4.421 -2.373 0.1 0.0 0.1
C 2.505 -3.171 0.520 0.0 0.0 0.0
S 3.202 4.820 1.411 0.0 -0.1 0.0
S -2.000 1.298 -2.418 -0.2 0.0 0.0
C 0.137 2.452 3.944 0.1 0.0 0.0
F -6.468 -0.162 -4.687 0.0 0.0 0.0
C -2.144 3.026 -1.900 0.1 -0.1 0.0
C -7.462 2.390 0.424 0.0 0.0 0.0
H -1.473 2.096 -4.616 0.0 0.0 -0.1
F 0.129 -9.233 -3.102 0.0 0.0 0.0
F -1.836 -9.226 -2.207 0.0 0.0 0.0
H 8.334 1.910 1.550 0.0 0.0 0.0
C -6.376 -1.328 -4.018 0.0 0.0 0.0
O 3.401 3.404 3.882 -0.1 -0.1 0.0
H -8.428 2.162 -0.010 0.0 0.0 0.0
C 2.323 -3.890 1.693 0.0 0.0 0.0
C 3.891 -1.806 -6.486 0.0 0.0 0.0
C -2.785 -2.403 -4.367 0.0 -0.1 0.0
C 2.755 -2.038 -5.533 0.0 0.0 0.0
```
Positions in Å, forces in eV/Å.

Its net charge is -1. For the relative energy (zero: lowest compared OMol25 entry of this formula, charge and spin), the calculation gives 141.0 kJ/mol. The calculation puts the HOMO energy at -0.1726 Ha. As for the lowest unoccupied orbital energy: 0.0628 hartree. The HOMO-LUMO gap is 6.405 eV.

Number 1: F_max 1.15 eV/Å. Number 2: F_max 4.27 eV/Å. Number 3: F_max 3.53 eV/Å. Number 4: F_max 0.79 eV/Å.